Record 1
Density functional theory data (ωB97M-V with the def2-TZVPD basis set) for C24H20Co2O9 as an isolated structure at a distorted geometry.

The geometry in ORCA input format:
```
! wB97M-V def2-TZVPD RIJCOSX def2/J DEFGRID3
* xyz -2 1
C -3.29734 3.53880 0.23947
C -3.31064 2.04483 0.45720
O -2.07027 1.65094 1.11043
C -1.88071 0.32154 1.20610
C -0.41936 -0.08091 1.59031
C -0.48682 -1.16696 2.67328
O -1.36541 -2.07021 2.68019
C 0.47711 -1.18410 3.82835
C 0.91430 0.17981 4.38903
C 1.29651 1.11220 3.23063
C 0.18183 1.20379 2.19453
O -2.87104 -0.45962 1.07384
H -4.20694 3.83688 -0.29686
H -3.28219 4.09369 1.18497
H -2.43445 3.84587 -0.36452
H -4.16029 1.74663 1.08814
H -3.37330 1.52619 -0.51135
H 0.04863 -1.78756 4.64713
H 1.39367 -1.70803 3.49521
H 0.11646 0.61324 5.02508
H 1.78865 0.04434 5.05612
H 1.47225 2.11863 3.63179
H 2.23403 0.75754 2.77791
H 0.43245 1.95781 1.40264
H -0.70471 1.63166 2.76270
O -2.08736 -3.41567 -2.91414
C -1.59778 -2.37572 -2.84392
Co -0.83869 -0.78171 -2.85890
C 0.67067 -1.05404 -3.85328
O 1.47765 -1.46890 -4.57860
C -1.78032 -0.15699 -4.29638
O -2.39240 0.08746 -5.29052
C -0.79962 0.71483 -1.80978
C -0.44690 -0.40598 -1.11051
C -0.05976 -1.00664 0.10188
C 1.21065 -1.79245 0.03881
C 1.33184 -2.99167 0.73959
C 2.48643 -3.74245 0.64457
C 3.52790 -3.37353 -0.20081
C 3.35553 -2.25157 -1.02006
C 2.18932 -1.46601 -0.92104
Co 0.51836 1.68013 -2.97711
C -0.35391 2.45847 -4.28899
O -0.88356 3.01883 -5.15968
C 0.66164 2.87971 -1.73458
O 0.71608 3.64978 -0.84986
C 2.16447 1.43533 -3.47289
O 3.28612 1.33217 -3.81707
H -1.68785 1.33861 -1.57804
H -0.91805 -1.66794 0.48161
H 0.51535 -3.32088 1.36054
H 2.60787 -4.61432 1.25223
H 4.45583 -3.95222 -0.28393
H 4.12481 -1.93081 -1.73503
H 2.05328 -0.59282 -1.59642
*
```

Output
Frontier orbital gap in eV: 3.647
LUMO in eV: 4.52
HOMO level in eV: 0.871
Total energy in hartree: -4369.10400

The molecule's natural (NBO) atomic charges, reported in e, are given here: atom 1 (C): -0.6281, atom 2 (C): -0.0659, atom 3 (O): -0.5364, atom 4 (C): 0.8421, atom 5 (C): -0.2610, atom 6 (C): 0.6089, atom 7 (O): -0.5662, atom 8 (C): -0.5170, atom 9 (C): -0.3842, atom 10 (C): -0.3991, atom 11 (C): -0.4111, atom 12 (O): -0.6240, atom 13 (H): 0.2018, atom 14 (H): 0.1922, atom 15 (H): 0.2398, atom 16 (H): 0.1778, atom 17 (H): 0.2121, atom 18 (H): 0.2213, atom 19 (H): 0.2341, atom 20 (H): 0.1864, atom 21 (H): 0.1933, atom 22 (H): 0.2004, atom 23 (H): 0.2019, atom 24 (H): 0.2623, atom 25 (H): 0.1995, atom 26 (O): -0.5971, atom 27 (C): 0.5072, atom 28 (Co): -0.0939, atom 29 (C): 0.4461, atom 30 (O): -0.6154, atom 31 (C): 0.5436, atom 32 (O): -0.6079, atom 33 (C): -0.4939, atom 34 (C): -0.2092, atom 35 (C): -0.2385, atom 36 (C): -0.0516, atom 37 (C): -0.2129, atom 38 (C): -0.2378, atom 39 (C): -0.2418, atom 40 (C): -0.2337, atom 41 (C): -0.1203, atom 42 (Co): -0.1195, atom 43 (C): 0.4053, atom 44 (O): -0.6315, atom 45 (C): 0.4487, atom 46 (O): -0.6588, atom 47 (C): 0.3932, atom 48 (O): -0.6494, atom 49 (H): 0.1651, atom 50 (H): 0.2594, atom 51 (H): 0.2189, atom 52 (H): 0.1892, atom 53 (H): 0.1923, atom 54 (H): 0.2106, atom 55 (H): 0.2529

=====

Record 2
Density functional theory data (ωB97M-V with the def2-TZVPD basis set) for a 2-piece molecular cluster, C3H9FN2 overall at a distorted geometry.

The geometry in ORCA input format:
```
! wB97M-V def2-TZVPD RIJCOSX def2/J DEFGRID3
* xyz 0 1
C -2.34311 -0.42015 0.61653
C 2.67082 -0.63136 -0.02965
C -1.79555 0.42158 -0.53989
N 1.53856 0.17292 0.32151
N -1.28499 1.57905 -0.32796
F -0.84026 2.30794 -1.54925
H -1.46553 -1.05861 0.98259
H -3.06527 -1.28696 0.12226
H 1.15186 0.91550 -0.39688
H 2.70428 -1.46573 0.69591
H 2.40898 -1.16003 -0.93770
H 3.53693 -0.01607 -0.13786
H -1.64068 -0.15208 -1.35237
H -3.16534 0.27213 1.25506
H 1.58931 0.52187 1.27770
*
```

Output
SMILES string: C/C=N/F.CN
Frontier orbital gap in eV: 9.642
LUMO in eV: 0.83
HOMO level in eV: -8.814
Total energy in hartree: -328.92200

The molecule's natural (NBO) atomic charges, reported in e, are given here: atom 1 (C): -0.6868, atom 2 (C): -0.4079, atom 3 (C): 0.0596, atom 4 (N): -0.8890, atom 5 (N): -0.0124, atom 6 (F): -0.3020, atom 7 (H): 0.2703, atom 8 (H): 0.2236, atom 9 (H): 0.3816, atom 10 (H): 0.1922, atom 11 (H): 0.1872, atom 12 (H): 0.1737, atom 13 (H): 0.1874, atom 14 (H): 0.2595, atom 15 (H): 0.3629